Record 1
Here is a 2-piece molecular cluster, C9H11NO2 overall in a non-equilibrium geometry from OMol25. Energies are from ωB97M-V/def2-TZVPD.

Computed properties:
**Energy relative to the best compared isomer or geometry (same formula, charge and spin)**: 7.157 eV
**Energy**: -554.548280 Eh
**Largest force on an atom**: 4.01 eV/Å
**LUMO (spin up / spin down)**: -0.8923 / -1.2846 eV
**2S+1**: 1
**Orbital gap (spin up / spin down)**: 8.405 / 7.438 eV

XYZ file:
```
23
Properties=species:S:1:pos:R:3:nbo_charge:R:1
C -3.4255 -0.3666 -0.1835 -0.206
C -2.8208 -1.5358 0.1490 -0.194
C -2.6492 0.7211 -0.4950 -0.214
C -1.4329 -1.6080 0.1390 -0.184
C -1.3069 0.6721 -0.5411 -0.181
C -0.6365 -0.5484 -0.1417 -0.111
C 2.6820 0.5669 1.1010 -0.605
C 1.5745 0.8380 0.1380 -0.450
C 0.8337 -0.4711 -0.2405 0.336
N 1.4917 -1.6562 -0.0067 0.118
O 1.5417 -2.6811 -0.6529 -0.182
O 0.8761 -0.4036 -2.3509 -0.800
H -4.4699 -0.1430 0.0858 0.224
H -3.3370 -2.4374 0.4019 0.223
H -3.0367 1.7454 -0.7973 0.222
H -0.9263 -2.5399 0.2428 0.218
H -0.6656 1.6155 -0.4551 0.220
H 2.4200 0.3775 2.2516 0.207
H 3.1822 1.4330 1.1766 0.209
H 3.4609 -0.1554 0.7776 0.226
H 0.8095 1.5897 0.5073 0.223
H 2.0941 1.1914 -0.8028 0.269
H -0.0388 -0.2421 -2.4665 0.431
```


Record 2
Here is the molecule C9H11NO2 in a non-equilibrium geometry from OMol25. Energies are from ωB97M-V/def2-TZVPD.

Computed properties:
**Energy relative to the best compared isomer or geometry (same formula, charge and spin)**: 6.362 eV
**Energy**: -554.577507 Eh
**Largest force on an atom**: 3.65 eV/Å
**LUMO**: 0.6968 eV
**2S+1**: 1
**Orbital gap**: 9.170 eV

XYZ file:
```
23
Properties=species:S:1:pos:R:3:nbo_charge:R:1
C -1.7304 -2.9298 0.4172 0.120
C 0.5350 -1.0920 -0.2186 0.174
C -0.3159 -2.3762 -0.4400 0.442
C -1.6162 -0.4909 0.6183 0.405
C -2.3368 0.6371 0.5519 -0.243
C 0.9608 -0.2578 -1.4583 -0.430
C 2.0103 -1.4630 0.0477 -0.417
C 2.4314 -0.7324 -1.2247 -0.414
C -1.7361 2.0105 0.3890 -0.646
N -2.2327 -1.7715 0.8077 -0.623
O -0.3966 -2.8955 -1.5139 -0.519
O -0.2580 -0.3269 0.7431 -0.501
H -3.3563 0.8811 0.7297 0.220
H 0.5113 -0.6978 -2.3217 0.234
H 0.7463 0.8391 -1.4416 0.227
H 2.2942 -0.8736 0.9435 0.228
H 2.2881 -2.5597 0.1370 0.229
H 2.9474 -1.1769 -2.0345 0.221
H 3.2174 0.0010 -0.9910 0.208
H -0.6992 2.0441 0.7914 0.228
H -2.3229 2.8129 0.8595 0.217
H -1.6037 2.2839 -0.7207 0.222
H -3.1061 -1.9110 1.3136 0.419
```


Record 3
Here is the molecule C9H11NO2 in a non-equilibrium geometry from OMol25. Energies are from ωB97M-V/def2-TZVPD.

Computed properties:
**Energy relative to the best compared isomer or geometry (same formula, charge and spin)**: 1.202 eV
**Energy**: -554.767143 Eh
**Largest force on an atom**: 2.92 eV/Å
**LUMO**: 0.7136 eV
**2S+1**: 1
**Orbital gap**: 9.791 eV

XYZ file:
```
23
Properties=species:S:1:pos:R:3:nbo_charge:R:1
C -1.8759 0.4277 -0.2338 -0.132
C -2.1397 -1.0772 -0.4729 0.765
C -0.7611 0.6395 0.8354 -0.423
C 0.6161 0.2884 0.4755 -0.055
C 1.2258 -0.8465 0.9983 -0.190
C 1.3345 1.0585 -0.4583 -0.217
C 2.4818 -1.3452 0.5632 -0.202
C 2.5622 0.6039 -0.8793 -0.217
C 3.1726 -0.4888 -0.2546 -0.211
H -3.6081 1.4323 -0.5857 0.373
H -3.5026 0.9949 0.9598 0.386
H -1.3569 0.6887 -1.2091 0.173
H -1.1091 0.0316 1.7174 0.216
H -0.7782 1.7030 1.0607 0.235
H 0.5764 -1.3787 1.6821 0.207
H 0.8861 2.0506 -0.7035 0.216
H 2.7819 -2.3000 0.9812 0.227
H 3.0312 1.2150 -1.6144 0.216
H 4.1940 -0.7448 -0.4859 0.214
H -0.5590 -0.8865 -1.4686 0.494
N -3.0077 1.1758 0.1198 -0.843
O -3.0789 -1.6060 0.0494 -0.570
O -1.0854 -1.6361 -1.0768 -0.664
```


Record 4
Here is the molecule C9H11NOS in a non-equilibrium geometry from OMol25. Energies are from ωB97M-V/def2-TZVPD.

Computed properties:
**Energy relative to the best compared isomer or geometry (same formula, charge and spin)**: 1.319 eV
**Energy**: -877.689046 Eh
**Largest force on an atom**: 4.08 eV/Å
**LUMO**: 0.5815 eV
**2S+1**: 1
**Orbital gap**: 9.399 eV

XYZ file:
```
23
Properties=species:S:1:pos:R:3:nbo_charge:R:1
C 1.5940 0.5401 -2.6266 -0.205
C 0.3482 -0.0477 -2.7318 -0.188
C 1.9494 0.9273 -1.3495 -0.207
C -0.4023 -0.3665 -1.5972 -0.212
C 1.0964 0.8287 -0.2375 -0.206
C -0.1286 0.1813 -0.3127 -0.075
C -1.0938 -1.4182 1.4622 0.691
C -0.4781 0.9434 2.1628 -0.626
C -1.0034 0.1762 0.9131 -0.174
N -0.4267 -2.2893 0.6802 -0.832
O -1.6172 -1.7461 2.5089 -0.617
S -2.8153 0.4402 0.3554 -0.052
H 2.1992 0.6615 -3.4746 0.214
H -0.0688 -0.3315 -3.5882 0.200
H 2.8503 1.4356 -1.3930 0.211
H -1.2968 -0.7991 -1.8235 0.216
H 1.3993 1.2637 0.7850 0.222
H -1.2389 1.1222 2.9790 0.254
H -0.2733 1.9664 1.8641 0.215
H 0.3817 0.4058 2.3691 0.216
H 0.1204 -2.2130 -0.1379 0.411
H -0.3295 -3.2550 0.8730 0.395
H -3.3385 -0.4455 1.2121 0.149
```


Record 5
Here is the molecule C9H11NOSSi in a non-equilibrium geometry from OMol25. Energies are from ωB97M-V/def2-TZVPD.

Computed properties:
**Energy relative to the best compared isomer or geometry (same formula, charge and spin)**: 0.000 eV
**Energy**: -1167.097939 Eh
**Largest force on an atom**: 3.84 eV/Å
**LUMO**: -0.1205 eV
**2S+1**: 1
**Orbital gap**: 8.268 eV

XYZ file:
```
24
Properties=species:S:1:pos:R:3:nbo_charge:R:1
C -0.4784 -1.8653 -0.1079 -0.198
C 0.8749 -1.8231 -0.0855 -0.228
C -1.7315 0.3915 0.0819 -0.454
C -1.6439 -1.0239 -0.0837 0.122
C 1.9687 -0.8332 -0.1198 0.294
C 1.8059 0.4873 -0.0780 -0.666
C -3.0032 0.7963 0.0629 -0.159
C -3.6522 2.0613 0.0972 -0.677
C 4.3390 -0.7738 0.1935 -0.270
N -2.8313 -1.6574 -0.1044 -0.585
O 3.2002 -1.5140 0.0884 -0.519
Si -0.0127 1.2475 -0.1801 1.078
S -4.0646 -0.5813 0.0968 0.630
H -0.8168 -2.8881 -0.1636 0.235
H 1.3777 -2.7543 -0.1259 0.223
H -4.1839 2.2684 -0.8081 0.235
H -4.4190 2.0938 0.7907 0.232
H -3.2336 3.0385 0.2837 0.242
H 4.3652 -0.3918 1.2873 0.184
H 4.4924 -0.1120 -0.6872 0.191
H 5.2715 -1.4718 0.3361 0.198
H -0.2046 1.8906 -1.6082 -0.160
H 2.5351 1.2769 -0.0759 0.241
H 0.0455 2.1379 0.9097 -0.192
```


Record 6
Here is a 2-piece molecular cluster, C9H11O2 overall in a non-equilibrium geometry from OMol25. Energies are from ωB97M-V/def2-TZVPD.

Computed properties:
**Energy relative to the best compared isomer or geometry (same formula, charge and spin)**: 0.639 eV
**Energy**: -500.069071 Eh
**Largest force on an atom**: 2.10 eV/Å
**LUMO**: 3.0603 eV
**Charge**: -1
**2S+1**: 1
**Orbital gap**: 7.155 eV

XYZ file:
```
22
Properties=species:S:1:pos:R:3:nbo_charge:R:1
C 2.2115 -1.2706 2.7208 -0.634
C 0.0442 1.2029 -0.0805 -0.218
C 1.3778 1.4992 0.2607 -0.202
C -0.4530 -0.0349 0.2835 -0.188
C 2.0991 0.6991 1.1390 -0.253
C 0.3075 -0.8769 1.0810 -0.225
C 1.5085 -0.4838 1.6343 -0.025
H -0.6164 1.8323 -0.6637 0.252
H 1.7457 2.4447 -0.1222 0.202
H -1.4913 -0.2865 0.1129 0.255
H 2.9078 1.1920 1.6687 0.197
H -0.1386 -1.7688 1.5198 0.192
H 2.6291 -2.2202 2.3667 0.211
H 1.4238 -1.4158 3.4589 0.217
H 3.1339 -0.7753 3.0253 0.210
C -2.0728 -0.4817 -2.8178 -0.743
C -2.7874 0.8209 -2.3460 0.759
O -2.6074 1.8408 -3.0445 -0.786
O -3.4776 0.6677 -1.3192 -0.795
H -2.7048 -0.9376 -3.5903 0.197
H -1.9685 -1.2349 -2.0374 0.186
H -1.0713 -0.4125 -3.2500 0.190
```


Record 7
Here is an isolated ion of composition C9H11O2 and charge -1 in a non-equilibrium geometry from OMol25. Energies are from ωB97M-V/def2-TZVPD.

Computed properties:
**Energy relative to the best compared isomer or geometry (same formula, charge and spin)**: 4.310 eV
**Energy**: -499.934176 Eh
**Largest force on an atom**: 5.73 eV/Å
**LUMO**: 3.5920 eV
**Charge**: -1
**2S+1**: 1
**Orbital gap**: 7.589 eV

XYZ file:
```
22
Properties=species:S:1:pos:R:3:nbo_charge:R:1
C -0.3659 1.1058 0.5256 0.109
C 0.7000 1.7056 0.6397 -0.152
C -1.6405 0.3206 0.3767 -0.429
C -2.6003 1.4555 -0.2722 0.792
C 2.1290 1.3492 0.3945 -0.470
C -1.6260 -1.0122 -0.3751 -0.373
C 2.1172 -0.2736 0.4051 -0.390
C -0.1941 -1.6785 -0.0557 -0.390
C 1.0330 -0.7677 -0.7482 -0.412
O -3.3153 2.0537 0.5548 -0.771
O -2.4487 1.6474 -1.4740 -0.758
H -1.8250 0.0260 1.4058 0.213
H 2.1955 1.5150 -0.7097 0.219
H 2.7431 1.9531 1.1627 0.223
H -1.5823 -0.8937 -1.5050 0.214
H -2.4534 -1.5647 -0.1252 0.200
H 3.0710 -0.8107 0.3392 0.186
H 1.8303 -0.4752 1.5312 0.188
H 0.1118 -1.7390 1.0540 0.194
H -0.1729 -2.6736 -0.4905 0.185
H 0.7010 0.1554 -1.1718 0.230
H 1.5924 -1.3983 -1.4620 0.192
```


Record 8
Here is a 2-piece molecular cluster, C9H11O2 overall in a non-equilibrium geometry from OMol25. Energies are from ωB97M-V/def2-TZVPD.

Computed properties:
**Energy relative to the best compared isomer or geometry (same formula, charge and spin)**: 0.925 eV
**Energy**: -499.922947 Eh
**Largest force on an atom**: 2.66 eV/Å
**LUMO (spin up / spin down)**: 0.7142 / -3.5995 eV
**2S+1**: 2
**⟨S²⟩**: 0.7557
**Orbital gap (spin up / spin down)**: 9.522 / 5.208 eV

XYZ file:
```
22
Properties=species:S:1:pos:R:3:nbo_charge:R:1
C -0.4014 1.8706 -2.9019 -0.626
C -0.7417 -0.6581 -0.1405 -0.202
C -1.8841 -1.3843 -0.5147 -0.229
C -0.1529 0.2237 -0.9902 -0.217
C -0.8093 0.6333 -2.1451 -0.025
C -2.4488 -1.1725 -1.7586 -0.199
C -1.9435 -0.0505 -2.5068 -0.215
H -0.3364 -0.8083 0.8517 0.239
H -2.1859 -2.2179 0.1126 0.212
H 0.7106 0.7295 -0.5538 0.192
H -3.2615 -1.7052 -2.2226 0.213
H 0.6004 2.1523 -2.5598 0.212
H -1.1174 2.6765 -2.7497 0.220
H -2.6032 0.4779 -3.1841 0.200
H -0.4088 1.6429 -3.9679 0.219
C 2.8638 0.4683 1.7226 -0.638
C 1.7322 -0.0508 2.7647 0.734
O 0.5646 0.0605 2.4532 -0.579
O 2.3250 -0.6199 3.7061 -0.237
H 2.5168 0.3006 0.6972 0.250
H 3.7664 -0.0355 2.0735 0.233
H 2.9996 1.5425 1.7206 0.242
```